Record 1
45
Properties=species:S:1:pos:R:3:lowdin_spin:R:1 method="wB97M-V/def2-TZVPD" relative_energy_ev=3.785 homo_lumo_gap_ev="5.68 / 5.96" lumo_energy_ev="-0.39 / -0.39" multiplicity=5 e_tot_ha=-2653.96862
Fe -4.997 15.462 -16.021 3.711
C -2.601 16.180 -15.923 0.008
O -3.484 16.952 -16.268 0.050
O -1.389 16.398 -15.751 0.016
O -3.016 14.973 -15.837 0.078
C -5.945 12.935 -14.390 0.002
O -6.073 13.913 -15.077 0.027
N -6.860 12.358 -13.729 0.000
N -4.782 12.392 -14.118 -0.001
H -6.630 11.449 -13.355 0.000
H -7.824 12.643 -13.824 0.000
H -4.579 11.743 -13.371 0.000
H -3.937 12.770 -14.522 0.000
C -6.106 16.736 -13.304 0.007
O -5.637 16.650 -14.446 0.025
N -6.761 15.750 -12.803 0.001
N -6.027 17.819 -12.527 0.003
H -7.106 14.968 -13.341 0.000
H -7.176 15.974 -11.910 0.000
H -6.216 17.729 -11.539 0.001
H -5.590 18.683 -12.813 0.000
C -4.498 19.671 -17.989 0.000
O -4.966 20.696 -18.530 0.000
N -3.399 19.051 -18.265 0.000
N -5.207 18.932 -17.182 0.000
H -3.050 18.175 -17.901 0.000
H -2.927 19.484 -19.047 0.000
H -6.181 19.198 -17.195 0.000
H -4.646 18.245 -16.699 0.000
C -4.630 13.553 -18.381 0.006
O -4.820 14.720 -18.069 0.019
N -5.428 12.836 -19.150 0.003
N -3.746 12.797 -17.886 0.001
H -6.116 13.447 -19.566 0.000
H -5.156 11.947 -19.545 0.000
H -3.110 13.286 -17.272 0.000
H -3.688 11.801 -18.040 0.000
C -8.092 15.966 -17.120 0.007
O -6.867 15.827 -16.977 0.029
N -8.929 16.434 -16.253 0.002
N -8.792 15.584 -18.117 0.002
H -8.586 16.625 -15.322 0.000
H -9.908 16.534 -16.480 0.000
H -9.736 15.928 -18.016 0.000
H -8.512 15.322 -19.051 0.000

=====

Record 2
41
Properties=species:S:1:pos:R:3:nbo_charge:R:1 method="wB97M-V/def2-TZVPD" homo_lumo_gap_ev=6.03 lumo_energy_ev=0.29 multiplicity=1 e_tot_ha=-2909.55868
Zn -0.186 0.739 0.368 1.726
O 0.452 2.493 -0.445 -1.068
C -0.665 3.355 -0.505 -0.092
C -2.061 2.656 -0.314 -0.075
O -2.077 1.512 0.519 -1.032
H -0.653 4.140 -1.273 0.126
H -0.688 4.025 0.372 0.117
H -2.480 2.236 -1.248 0.086
H -2.815 3.421 -0.082 0.129
C 1.335 0.527 3.257 0.801
O 0.655 0.928 2.321 -0.704
N 2.248 -0.474 3.106 -0.874
N 1.229 0.950 4.527 -0.827
H 3.036 -0.662 3.693 0.390
H 2.255 -0.535 2.086 0.429
H 1.802 0.522 5.227 0.388
H 0.691 1.790 4.666 0.416
C 2.427 -0.765 -0.716 0.806
O 1.601 -0.489 0.155 -0.736
N 2.880 0.091 -1.648 -0.821
N 3.095 -1.945 -0.701 -0.834
H 2.661 1.072 -1.725 0.440
H 3.653 -0.200 -2.220 0.376
H 3.757 -2.183 -1.413 0.391
H 2.823 -2.598 0.013 0.413
C -1.058 -0.032 -2.585 0.819
O -0.711 -0.240 -1.431 -0.719
N -1.996 -0.750 -3.266 -0.857
N -0.530 0.948 -3.381 -0.828
H -2.093 -0.597 -4.248 0.390
H -2.771 -0.980 -2.660 0.412
H -0.861 1.013 -4.321 0.376
H 0.099 1.652 -3.023 0.438
C -1.696 -2.219 1.008 0.789
O -1.120 -1.218 1.428 -0.682
N -1.958 -2.521 -0.277 -0.853
N -2.039 -3.233 1.846 -0.851
H -2.285 -3.444 -0.480 0.380
H -1.713 -1.809 -0.945 0.428
H -2.263 -4.138 1.486 0.379
H -1.978 -3.036 2.830 0.410

=====

Record 3
32
Properties=species:S:1:pos:R:3:nbo_charge:R:1 method="wB97M-V/def2-TZVPD" relative_energy_ev=1.242 homo_lumo_gap_ev=9.86 lumo_energy_ev=-2.97 multiplicity=1 total_charge=+1 e_tot_ha=-671.25557
O -2.268 0.825 2.078 -0.510
C -1.230 0.983 1.502 0.458
C -0.609 -0.267 0.826 -0.189
C -0.476 0.049 -0.642 -0.429
C -1.964 0.320 -1.276 -0.456
C -1.306 2.573 -2.045 -0.414
C -2.185 1.817 -1.398 -0.184
N -1.325 -1.594 1.022 -0.696
H -0.781 1.913 1.136 0.170
H 0.317 -0.533 1.384 0.294
H -0.018 -0.719 -1.258 0.239
H 0.067 0.915 -0.943 0.249
H -1.854 -0.085 -2.277 0.223
H -2.694 -0.167 -0.643 0.199
H -1.342 3.637 -2.264 0.227
H -0.639 2.133 -2.794 0.192
H -3.022 2.095 -0.761 0.222
H -1.350 -2.171 0.164 0.468
H -2.275 -1.506 1.396 0.450
H -0.802 -2.260 1.592 0.441
H 2.307 0.686 1.592 0.514
H 2.036 0.932 3.116 0.495
O 1.697 0.466 2.321 -1.004
H 3.525 0.223 -0.657 0.496
H 2.345 1.255 -0.523 0.478
O 2.614 0.346 -0.352 -0.959
H -0.788 -2.341 -2.030 0.487
H 0.142 -3.580 -1.839 0.507
O -0.327 -2.888 -1.393 -0.974
H 4.677 -1.156 1.151 0.473
H 3.413 -1.240 2.069 0.481
O 4.114 -0.664 1.750 -0.953

=====

Record 4
33
Properties=species:S:1:pos:R:3:nbo_charge:R:1 method="wB97M-V/def2-TZVPD" relative_energy_ev=6.330 homo_lumo_gap_ev=8.35 lumo_energy_ev=0.38 multiplicity=1 e_tot_ha=-767.07442
O 0.076 0.055 0.277 -0.926
H -0.405 -0.658 -0.144 0.505
H 0.592 -0.373 0.959 0.479
C -1.390 3.178 -0.792 -0.075
C -0.970 2.304 0.356 -0.093
O 0.369 2.022 0.240 -0.780
O -2.557 3.963 -0.488 -0.738
H -1.630 2.515 -1.623 0.136
H -0.545 3.825 -1.028 0.171
H -1.648 1.460 0.486 0.156
H -0.970 3.023 1.175 0.149
H 0.465 1.074 0.361 0.450
H -2.374 4.853 -0.799 0.466
C -1.626 -1.896 -1.618 -0.121
C -0.833 -1.415 -2.906 -0.089
O -0.159 -0.219 -2.697 -0.698
O -0.850 -2.098 -0.424 -0.728
H -2.188 -2.789 -1.891 0.178
H -2.531 -1.290 -1.560 0.195
H -1.470 -1.491 -3.787 0.177
H -0.109 -2.213 -3.069 0.154
H -0.479 0.413 -3.345 0.479
H -0.518 -2.995 -0.508 0.495
C 2.810 -1.889 2.353 -0.077
C 2.312 -0.390 2.333 -0.105
O 0.906 -0.369 2.420 -0.754
O 2.347 -2.665 1.235 -0.715
H 2.366 -2.261 3.276 0.166
H 3.892 -1.906 2.485 0.192
H 2.502 0.259 1.479 0.195
H 2.671 0.061 3.258 0.180
H 0.508 0.336 2.936 0.509
H 1.436 -2.424 1.049 0.466

=====

Record 5
34
Properties=species:S:1:pos:R:3:nbo_charge:R:1 method="wB97M-V/def2-TZVPD" relative_energy_ev=0.000 homo_lumo_gap_ev=9.80 lumo_energy_ev=-0.24 smiles="C[C@H]1COC(=O)O1.CO.CO.O.O.O" multiplicity=1 e_tot_ha=-842.50174
O -0.796 -2.560 3.705 -0.977
H -1.587 -2.059 3.920 0.458
H -0.533 -2.237 2.814 0.498
O 1.564 -2.369 -0.581 -0.952
H 2.074 -2.067 -1.341 0.485
H 1.506 -3.327 -0.690 0.483
O -0.055 -1.228 1.394 -0.989
H 0.290 -0.322 1.408 0.498
H 0.570 -1.724 0.823 0.491
C 1.231 2.630 -2.107 -0.632
C -0.106 1.922 -2.103 0.063
C -0.157 0.598 -1.326 -0.088
O -1.251 0.775 -0.441 -0.477
C -1.798 1.988 -0.596 0.969
O -2.764 2.369 -0.011 -0.578
O -1.088 2.735 -1.449 -0.489
H 1.557 3.031 -1.150 0.226
H 1.176 3.481 -2.789 0.228
H 2.004 1.987 -2.534 0.215
H -0.497 1.750 -3.107 0.185
H 0.794 0.441 -0.810 0.181
H -0.253 -0.277 -1.967 0.192
C -2.242 -2.808 -0.659 -0.249
O -1.702 -4.121 -0.408 -0.726
H -3.210 -2.923 -1.147 0.173
H -2.409 -2.401 0.341 0.194
H -1.504 -2.209 -1.190 0.160
H -0.813 -4.143 -0.756 0.449
C 2.011 2.295 2.079 -0.246
O 0.886 1.430 2.099 -0.752
H 1.746 3.330 1.862 0.174
H 2.588 2.212 3.004 0.176
H 2.666 1.915 1.291 0.173
H 0.103 1.885 2.421 0.486

=====

Record 6
46
Properties=species:S:1:pos:R:3:nbo_charge:R:1 method="wB97M-V/def2-TZVPD" relative_energy_ev=3.589 homo_lumo_gap_ev=3.24 lumo_energy_ev=-8.33 multiplicity=1 total_charge=+1 e_tot_ha=-1405.28749
Be 23.181 21.101 -9.820 1.675
O 22.721 16.700 -11.134 -0.680
C 23.525 17.568 -10.525 1.000
O 23.109 18.758 -10.361 -0.897
O 24.709 17.288 -10.265 -0.800
H 23.213 15.864 -11.093 0.527
C 21.323 19.003 -13.459 0.749
O 21.053 19.758 -14.389 -0.640
N 20.589 19.077 -12.310 -0.816
N 22.082 17.914 -13.537 -0.837
H 19.872 19.754 -12.113 0.401
H 20.955 18.689 -11.450 0.389
H 22.553 17.847 -14.427 0.412
H 22.330 17.316 -12.758 0.417
C 25.744 20.682 -12.065 0.809
O 24.707 21.257 -11.702 -0.764
N 26.141 19.478 -11.655 -0.828
N 26.742 21.325 -12.704 -0.802
H 25.531 18.826 -11.179 0.428
H 27.106 19.395 -11.382 0.401
H 27.603 20.912 -13.010 0.422
H 26.402 22.198 -13.083 0.416
C 25.990 15.328 -13.537 0.768
O 26.078 15.308 -14.757 -0.656
N 26.271 14.330 -12.704 -0.851
N 25.436 16.430 -12.891 -0.892
H 25.892 14.415 -11.780 0.400
H 26.644 13.593 -13.287 0.434
H 25.231 17.303 -13.337 0.409
H 25.457 16.306 -11.891 0.382
C 23.091 13.291 -9.744 0.766
O 22.902 13.431 -10.940 -0.664
N 22.840 12.133 -9.124 -0.816
N 23.485 14.217 -8.840 -0.848
H 22.695 11.259 -9.598 0.418
H 23.182 12.116 -8.179 0.372
H 23.776 15.124 -9.166 0.388
H 23.828 14.011 -7.919 0.393
C 26.037 19.922 -8.041 0.800
O 25.070 20.588 -8.479 -0.848
N 26.776 20.376 -7.024 -0.798
N 26.218 18.657 -8.410 -0.816
H 27.496 19.778 -6.660 0.410
H 26.661 21.358 -6.836 0.424
H 27.079 18.229 -8.113 0.392
H 25.606 18.227 -9.100 0.450

=====

Record 7
34
Properties=species:S:1:pos:R:3:nbo_charge:R:1 method="wB97M-V/def2-TZVPD" relative_energy_ev=0.000 homo_lumo_gap_ev=8.21 lumo_energy_ev=3.04 multiplicity=1 total_charge=-1 e_tot_ha=-3246.25422
Br 0.823 -0.780 0.468 -0.937
C 1.835 2.648 -1.462 -0.621
C 0.406 3.073 -1.129 -0.070
C -0.595 2.563 -2.161 -0.078
O -0.452 3.109 -3.444 -0.539
C -0.919 4.432 -3.553 -0.246
N 0.080 2.672 0.237 -0.855
H 2.012 2.846 -2.527 0.201
H 1.978 1.577 -1.312 0.237
H 2.557 3.224 -0.888 0.204
H 0.405 4.173 -1.145 0.158
H -1.608 2.759 -1.765 0.143
H -0.519 1.473 -2.213 0.206
H -1.859 4.572 -3.002 0.160
H -1.098 4.629 -4.609 0.181
H -0.198 5.159 -3.163 0.163
H -0.917 2.757 0.421 0.337
H 0.253 1.666 0.347 0.399
O 0.986 -4.025 -0.504 -0.983
H 0.911 -4.424 0.369 0.466
H 0.983 -3.076 -0.287 0.496
O 3.479 -2.750 2.280 -0.959
H 2.797 -2.245 1.815 0.500
H 3.634 -2.239 3.079 0.453
C -0.966 -3.475 3.101 -0.087
C -2.206 -3.165 2.286 -0.081
O -1.897 -2.787 0.980 -0.734
O -0.247 -4.562 2.554 -0.720
H -1.273 -3.703 4.136 0.139
H -0.332 -2.588 3.140 0.197
H -2.884 -2.442 2.765 0.156
H -2.815 -4.079 2.225 0.148
H -1.506 -1.900 0.943 0.503
H -0.849 -5.090 2.019 0.464

=====

Record 8
32
Properties=species:S:1:pos:R:3:nbo_charge:R:1 method="wB97M-V/def2-TZVPD" relative_energy_ev=1.800 homo_lumo_gap_ev=9.91 lumo_energy_ev=-2.82 multiplicity=1 total_charge=+1 e_tot_ha=-576.16443
C 0.604 -0.294 -3.028 -0.646
C 0.990 -0.084 -1.579 -0.025
C 0.522 -1.070 -0.553 -0.492
C 1.440 -1.119 0.683 0.175
C 2.310 -2.087 0.902 -0.410
C 0.274 -0.040 2.590 -0.446
N 1.177 0.112 1.433 -0.706
N 0.484 1.313 -1.110 -0.724
H 1.390 -0.742 -3.682 0.257
H -0.300 -0.908 -3.117 0.232
H 0.368 0.650 -3.547 0.219
H 2.075 0.023 -1.649 0.224
H -0.539 -0.973 -0.269 0.249
H 0.513 -2.049 -1.022 0.240
H 3.094 -2.163 1.622 0.221
H 2.404 -2.975 0.298 0.218
H -0.775 -0.216 2.268 0.241
H 0.363 0.850 3.251 0.206
H 0.539 -0.812 3.326 0.196
H 2.102 0.424 1.720 0.381
H 1.098 2.007 -1.540 0.425
H 0.454 1.372 -0.080 0.463
H -0.488 1.473 -1.441 0.453
H -2.853 2.041 -0.604 0.516
H -2.444 1.597 -1.986 0.474
O -2.335 1.353 -1.055 -0.968
H -2.485 2.158 1.681 0.496
H -1.061 2.676 1.074 0.476
O -2.015 2.780 1.110 -0.962
H -2.624 -1.342 0.861 0.479
H -2.276 -2.422 1.854 0.490
O -2.005 -1.533 1.589 -0.953

=====

Record 9
33
Properties=species:S:1:pos:R:3:nbo_charge:R:1 method="wB97M-V/def2-TZVPD" homo_lumo_gap_ev=9.23 lumo_energy_ev=-17.44 multiplicity=1 total_charge=+4 e_tot_ha=-560.39660
Zr 0.028 0.063 -0.091 2.762
N 0.990 -1.786 -0.850 -0.986
C 0.377 -2.905 0.017 -0.262
C 0.447 -2.506 1.480 -0.259
N -0.263 -1.164 1.716 -0.630
C -1.786 -1.390 1.826 -0.264
C -2.596 -0.187 1.382 -0.258
N -2.202 0.179 -0.062 -0.990
C 0.304 -0.402 2.926 -0.261
C 0.466 1.086 2.650 -0.266
N 1.220 1.286 1.328 -0.981
H 0.845 -2.014 -1.844 0.477
H 2.015 -1.807 -0.739 0.467
H 0.933 -3.830 -0.155 0.323
H -0.639 -3.070 -0.351 0.245
H 1.482 -2.387 1.806 0.255
H -0.003 -3.275 2.112 0.304
H -2.018 -1.649 2.861 0.302
H -2.025 -2.265 1.218 0.251
H -2.436 0.704 1.990 0.246
H -3.665 -0.409 1.412 0.318
H -2.625 1.085 -0.306 0.476
H -2.661 -0.484 -0.705 0.464
H 1.266 -0.857 3.166 0.266
H -0.349 -0.552 3.788 0.295
H 1.032 1.557 3.458 0.325
H -0.475 1.636 2.564 0.240
H 2.199 0.986 1.444 0.465
H 1.293 2.294 1.130 0.477
N 0.381 1.394 -2.013 -1.215
H 0.943 0.953 -2.757 0.471
H 0.876 2.286 -1.863 0.471
H -0.469 1.689 -2.517 0.471

=====

Record 10
51
Properties=species:S:1:pos:R:3:nbo_charge:R:1 method="wB97M-V/def2-TZVPD" homo_lumo_gap_ev=8.76 lumo_energy_ev=-0.45 multiplicity=1 e_tot_ha=-2835.48058
O -2.010 2.602 -0.631 -0.867
S -1.951 1.233 -1.167 1.721
O -2.805 0.308 -0.061 -0.890
O -0.332 0.716 -0.972 -0.955
P -0.167 -0.823 -1.694 1.037
S 0.074 -0.585 -3.622 -0.573
H -2.283 -0.432 0.263 0.500
H -1.367 -1.554 -1.502 -0.019
H 0.950 -1.421 -1.069 0.033
C 4.887 -2.794 -1.639 -0.482
N 3.533 -2.189 -1.649 0.547
O 3.449 -0.996 -1.812 -0.389
O 2.587 -2.925 -1.495 -0.383
H 5.616 -2.009 -1.789 0.239
H 5.023 -3.275 -0.674 0.235
H 4.929 -3.519 -2.447 0.248
C 7.165 0.665 -3.504 -0.482
N 7.669 -0.700 -3.805 0.538
O 8.851 -0.833 -4.001 -0.354
O 6.853 -1.597 -3.835 -0.410
H 8.002 1.353 -3.512 0.239
H 6.444 0.923 -4.273 0.234
H 6.697 0.635 -2.524 0.237
C -4.579 0.891 3.263 -0.487
N -4.261 -0.521 2.921 0.545
O -3.129 -0.779 2.575 -0.407
O -5.153 -1.332 3.009 -0.391
H -3.689 1.484 3.134 0.250
H -5.365 1.216 2.589 0.240
H -4.914 0.910 4.291 0.243
C -4.397 -4.235 2.780 -0.484
N -4.045 -5.635 2.431 0.534
O -2.907 -5.861 2.085 -0.383
O -4.923 -6.460 2.515 -0.382
H -3.518 -3.615 2.658 0.234
H -5.189 -3.919 2.110 0.240
H -4.735 -4.230 3.812 0.234
C -5.452 5.226 4.611 -0.483
N -5.125 3.817 4.277 0.539
O -3.988 3.572 3.937 -0.370
O -6.027 3.011 4.370 -0.386
H -4.558 5.827 4.484 0.235
H -6.238 5.547 3.934 0.240
H -5.792 5.246 5.642 0.238
C 3.416 1.887 -3.292 -0.485
N 4.141 3.142 -3.614 0.536
O 3.623 3.913 -4.383 -0.359
O 5.217 3.305 -3.078 -0.407
H 2.480 1.871 -3.838 0.244
H 4.052 1.059 -3.588 0.230
H 3.239 1.878 -2.220 0.239

=====

Record 11
32
Properties=species:S:1:pos:R:3:nbo_charge:R:1 method="wB97M-V/def2-TZVPD" relative_energy_ev=0.402 homo_lumo_gap_ev=9.56 lumo_energy_ev=0.62 smiles=CCCCNCCS.O.O.O multiplicity=1 e_tot_ha=-919.83041
C 1.767 -0.387 -0.094 -0.223
N 0.781 -1.338 0.426 -0.679
C 0.214 -1.160 1.751 -0.232
C -1.194 -0.556 1.683 -0.530
S -2.427 -1.834 1.300 -0.026
C 2.054 0.956 0.594 -0.410
C 1.489 3.433 0.745 -0.608
C 1.352 2.143 -0.078 -0.402
H 2.744 -0.874 -0.143 0.186
H 1.587 -0.219 -1.158 0.183
H 1.081 -2.290 0.242 0.389
H 0.205 -2.120 2.276 0.208
H 0.869 -0.580 2.415 0.188
H -1.434 -0.159 2.670 0.224
H -1.189 0.253 0.961 0.231
H -1.934 -2.138 0.096 0.095
H 3.119 1.121 0.643 0.212
H 1.731 0.958 1.640 0.197
H 0.688 3.525 1.496 0.198
H 2.414 3.405 1.330 0.201
H 1.357 4.332 0.147 0.213
H 0.302 1.915 -0.247 0.201
H 1.939 2.367 -0.956 0.213
H -1.443 -1.531 -1.533 0.467
H -0.056 -1.181 -1.144 0.488
O -0.572 -1.421 -1.937 -0.980
H 0.471 1.004 -3.952 0.473
H 0.405 0.352 -2.597 0.490
O 0.842 1.098 -3.058 -0.961
H -0.944 1.514 -1.982 0.480
H -2.373 1.275 -2.404 0.469
O -1.802 1.238 -1.624 -0.956

=====

Record 12
32
Properties=species:S:1:pos:R:3:nbo_charge:R:1 method="wB97M-V/def2-TZVPD" relative_energy_ev=1.459 homo_lumo_gap_ev=8.96 lumo_energy_ev=0.41 smiles=CNCCCCCO.O.O.O multiplicity=1 e_tot_ha=-596.87472
C -0.810 -1.862 -1.424 -0.058
O -1.717 -2.068 -2.515 -0.732
C -1.373 -0.757 -0.511 -0.435
C -1.427 0.564 -1.274 -0.417
C -0.158 1.135 -1.843 -0.403
C 0.970 1.483 -0.809 -0.209
N 0.433 1.829 0.509 -0.656
C 1.282 2.721 1.299 -0.415
H -0.669 -2.814 -0.906 0.180
H 0.170 -1.582 -1.819 0.168
H -2.624 -1.997 -2.184 0.459
H -0.810 -0.822 0.423 0.206
H -2.392 -1.016 -0.205 0.189
H -2.244 0.533 -1.997 0.215
H -1.880 1.306 -0.600 0.213
H -0.392 2.046 -2.397 0.208
H 0.336 0.432 -2.520 0.198
H 1.668 0.648 -0.720 0.160
H 1.435 2.386 -1.185 0.194
H 0.212 1.015 1.071 0.368
H 1.332 2.414 2.350 0.191
H 2.351 2.748 1.054 0.177
H 0.867 3.729 1.238 0.186
H -0.774 0.522 3.731 0.487
H -1.573 -0.067 2.512 0.483
O -0.779 -0.150 3.046 -0.965
H 2.730 -1.334 -0.612 0.476
H 2.751 -2.537 0.418 0.486
O 2.498 -1.623 0.279 -0.960
H 0.721 -1.760 1.794 0.482
H -0.480 -2.482 2.138 0.464
O 0.346 -2.643 1.658 -0.941